No. 1
Here is 2 unconnected molecules or ions with the total composition C4H12 from the OMol25 dataset. Energies are from ωB97M-V/def2-TZVPD.

Results
- Kohn-Sham gap (eV) = 12.9
- molecular weight (g/mol) = 60.140
- charge = 0
- SMILES string = CC.CC
- strongest force on any atom (eV/A) = 1.17

Geometry (Å):
C: -1.329 1.506 -0.996
C: -2.577 1.270 -0.133
H: -0.381 1.232 -0.530
H: -1.394 0.913 -1.911
H: -1.124 2.540 -1.274
H: -2.377 0.426 0.501
H: -3.425 1.031 -0.763
H: -2.845 2.170 0.418
C: 2.170 -0.874 1.099
C: 1.763 -1.920 0.032
H: 1.434 -0.848 1.900
H: 3.136 -1.156 1.516
H: 2.275 0.113 0.654
H: 2.341 -1.748 -0.869
H: 0.703 -1.818 -0.203
H: 1.953 -2.903 0.447



No. 2
Here is 2 unconnected molecules or ions with the total composition C4H12 from the OMol25 dataset. Energies are from ωB97M-V/def2-TZVPD.

Results
- Kohn-Sham gap (eV) = 12.8
- molecular weight (g/mol) = 60.140
- charge = 0
- SMILES string = CC.CC
- strongest force on any atom (eV/A) = 1.40

Geometry (Å):
C: 2.027 0.063 2.420
C: 1.770 0.078 0.901
H: 2.917 -0.533 2.615
H: 2.207 1.064 2.812
H: 1.208 -0.374 2.995
H: 0.718 0.158 0.604
H: 2.080 -0.872 0.460
H: 2.291 0.933 0.494
C: -2.234 0.360 -1.114
C: -1.570 -0.495 -2.162
H: -1.733 0.323 -0.145
H: -2.277 1.393 -1.430
H: -3.240 0.009 -0.915
H: -2.027 -0.357 -3.145
H: -0.545 -0.186 -2.375
H: -1.591 -1.566 -2.016



No. 3
Here is 2 unconnected molecules or ions with the total composition C4H12 from the OMol25 dataset. Energies are from ωB97M-V/def2-TZVPD.

Results
- Kohn-Sham gap (eV) = 12.1
- molecular weight (g/mol) = 60.140
- charge = 0
- SMILES string = CC.CC
- strongest force on any atom (eV/A) = 3.35

Geometry (Å):
C: -2.300 0.950 0.965
C: -1.200 0.131 1.728
H: -3.359 0.715 1.180
H: -2.198 1.972 1.311
H: -2.213 0.934 -0.105
H: -1.317 0.286 2.796
H: -0.211 0.438 1.370
H: -1.183 -0.890 1.393
C: 2.331 -0.987 -1.395
C: 1.086 -0.157 -1.136
H: 2.323 -0.910 -2.527
H: 3.364 -0.531 -1.315
H: 2.491 -2.038 -0.945
H: 1.211 0.846 -1.524
H: 0.193 -0.656 -1.740
H: 0.981 -0.103 -0.055



No. 4
Here is 2 unconnected molecules or ions with the total composition C4H12 from the OMol25 dataset. Energies are from ωB97M-V/def2-TZVPD.

Results
- Kohn-Sham gap (eV) = 12.8
- molecular weight (g/mol) = 60.140
- charge = 0
- SMILES string = CC.CC
- strongest force on any atom (eV/A) = 1.14

Geometry (Å):
C: -1.635 -0.366 -1.184
C: -2.166 -1.020 0.095
H: -2.319 -0.456 -2.024
H: -1.423 0.698 -1.051
H: -0.641 -0.722 -1.465
H: -1.452 -1.724 0.509
H: -3.075 -1.591 -0.097
H: -2.402 -0.282 0.831
C: 2.174 0.364 -0.105
C: 1.640 1.054 1.165
H: 3.224 0.113 -0.023
H: 1.564 -0.535 -0.226
H: 1.949 0.898 -1.029
H: 1.191 0.287 1.794
H: 2.423 1.420 1.834
H: 0.947 1.864 0.976



Relative energy (zero: lowest compared OMol25 entry of this formula, charge and spin) for the records above, in order: 4.4 4.2 24.2 8.1 kcal/mol
E_LUMO for the records above, in order: 1.1 1.1 1.1 1.2 eV